{
  "formula": "C39H17BCdF17GeN2OS6",
  "method": "ωB97M-V with the def2-TZVPD basis set",
  "homo_ev": -4.14,
  "e_tot_ha": -8037.6531,
  "de_lowest_kcal_mol": 0.0,
  "orbital_gap_ev": 6.0,
  "total_charge": -1,
  "max_force_ev_per_a": 0.67,
  "elements": ["C", "C", "C", "F", "C", "C", "H", "C", "F", "F", "H", "F", "C", "C", "H", "H", "C", "S", "H", "C", "F", "H", "C", "F", "C", "S", "H", "F", "Ge", "C", "C", "C", "C", "C", "H", "C", "C", "C", "N", "H", "C", "C", "F", "S", "C", "C", "H", "O", "F", "F", "H", "S", "C", "F", "N", "C", "H", "C", "C", "H", "F", "B", "H", "C", "C", "F", "F", "H", "H", "C", "C", "F", "H", "Cd", "C", "F", "C", "F", "C", "S", "C", "C", "S", "C", "C"],
  "xyz": [[-4.98518, -0.73793, -0.20857], [-4.11879, 4.59060, -1.74403], [-4.16218, 1.38620, 3.06742], [-0.72054, -2.65160, 4.59632], [3.33440, 0.74984, 2.24164], [2.06548, -2.21554, 2.28331], [2.14772, 4.54754, -0.06561], [4.72343, -1.36666, -1.02628], [0.14876, -5.21652, 4.39532], [0.53538, -0.70234, 3.23865], [-4.93490, 1.70929, 3.75195], [1.49034, -2.58396, -0.83929], [4.42254, -1.32624, 0.32276], [2.47164, -3.53377, 2.20471], [1.40500, 4.07249, 2.41034], [0.50392, -1.97855, -4.32760], [0.32337, -2.94159, 3.81201], [0.21435, 3.30990, -0.89320], [-5.17791, 3.71070, -3.45122], [0.76367, -4.24908, 3.71170], [3.86988, 1.85714, 0.23249], [0.43871, -3.29094, -5.52421], [6.69113, -2.06959, 0.77338], [1.26755, -1.05090, -2.53698], [0.87213, 3.73640, 1.53033], [-2.18481, -2.32578, -6.87911], [-4.00832, -0.33923, 0.05621], [2.27168, -5.81421, 2.81291], [2.70547, -0.75778, 1.11129], [3.78258, 1.87502, 1.56895], [-4.51188, 3.61474, -2.60817], [-2.03707, 1.84570, -0.08768], [-4.39635, -1.32366, -3.75579], [6.95635, -2.10638, -0.58382], [-5.75372, -0.05843, 0.15664], [0.16576, -2.25410, -5.32301], [-3.77513, 2.10617, 1.89932], [0.97770, -1.95448, 3.10012], [-4.02823, -1.19677, -2.43245], [-4.59574, -1.98547, -6.58263], [5.43596, -1.68062, 1.19617], [4.09205, 3.09274, 3.59229], [5.20493, -1.67803, 2.52023], [-6.52187, -0.71519, -2.54929], [4.16281, 3.03662, 2.21363], [3.29922, 0.83726, 3.62147], [-4.45428, 5.61699, -1.80556], [-1.69845, 0.71154, -0.76689], [3.50269, -3.89132, 1.42452], [3.82406, -1.01196, -1.93666], [0.67336, -1.62161, -6.05221], [-2.31393, 0.01473, 1.95810], [-0.79520, 2.64674, 0.33146], [4.44377, 4.20626, 4.23867], [-2.07073, -1.74308, -4.40655], [1.84582, -4.54948, 2.90727], [-0.81099, 2.64645, 2.48165], [-3.64700, -1.96184, -6.07346], [-3.39473, -1.67508, -4.76901], [-2.74041, 4.71810, -0.00441], [4.58267, 4.10366, 1.52590], [0.86686, -1.42152, -1.26859], [-4.21417, 3.04233, 1.58320], [-1.31203, -2.07633, -5.40209], [-0.32731, 2.96799, 1.56957], [2.94414, -0.21448, 4.37190], [6.24178, -1.78026, -2.79639], [-3.53770, -0.49151, 4.01405], [-5.10995, -1.70647, 0.27913], [-5.71158, -1.09029, -4.00516], [3.66230, 1.98724, 4.30234], [3.61751, 2.03790, 5.63844], [-6.21885, -1.10160, -4.95484], [-1.55886, -1.51384, -1.59101], [1.27712, 3.99709, 0.25644], [8.16216, -2.47693, -1.01829], [5.97274, -1.75370, -1.48764], [7.64123, -2.41342, 1.64974], [-2.92056, 2.78145, -0.91509], [-3.75754, 2.11662, -2.25614], [-3.19735, 4.10824, -0.77236], [-2.79059, 1.48212, 1.19633], [0.98598, -0.00773, 0.01089], [-5.04452, -0.89264, -1.68283], [-3.44873, 0.23662, 3.22292]],
  "lowdin_charge": [-0.086, -0.196, -0.194, 0.113, -0.111, -0.113, 0.060, -0.209, 0.121, 0.062, 0.090, -0.005, -0.104, -0.209, 0.095, 0.054, -0.134, 1.048, 0.053, -0.132, 0.089, 0.082, -0.141, -0.014, -0.192, 1.038, 0.016, 0.113, 0.829, -0.241, -0.423, -0.689, -0.344, -0.134, 0.085, -0.066, -0.123, -0.243, 0.013, 0.067, -0.230, -0.143, 0.097, 1.049, -0.160, -0.209, 0.091, -0.474, 0.101, 0.116, 0.082, 1.035, -0.502, 0.122, 0.047, -0.138, 0.109, -0.367, -0.341, 0.117, 0.114, -1.312, 0.107, -0.628, -0.128, 0.101, 0.118, 0.057, 0.092, -0.359, -0.138, 0.114, 0.069, 1.211, -0.428, 0.122, -0.134, 0.114, -0.467, 1.069, -0.146, -0.472, 0.693, -0.683, -0.409]
}